The following is a quantum chemistry calculation of a cluster of 8 separate species, C16H48O8 in total, from the Open Molecules 2025 dataset.

Its largest force on an atom is 0.0413 hartree/bohr. The structure (SMILES) is CCO.CCO.CCO.CCO.CCO.CCO.CCO.CCO. Its total energy is -33746.778 eV. The HOMO-LUMO gap is 10.4625 eV. The calculation puts the HOMO energy at -10.163 eV.

```
72
Properties=species:S:1:pos:R:3:forces:R:3
C 0.2777 4.8077 -7.1366 1.2 0.2 0.2
C 0.5650 3.8086 -5.9989 0.1 0.9 -1.2
O -0.5973 3.0648 -5.8665 -0.8 -0.9 0.8
H 1.0460 5.5779 -7.0695 0.0 0.3 -0.1
H -0.6948 5.2976 -7.0876 0.0 -0.2 0.4
H 0.3889 4.3871 -8.1360 -0.1 -0.3 0.1
H 0.8638 4.3079 -5.0773 -0.3 0.4 0.2
H 1.4049 3.1492 -6.2178 0.2 0.0 -0.5
H -0.4538 2.4772 -5.1210 -0.3 -0.3 0.0
C -8.6634 -3.5276 -4.5218 0.4 -0.4 1.0
C -8.1748 -4.8709 -3.9353 -0.1 0.4 -1.1
O -8.3089 -4.9126 -2.5280 0.0 0.3 0.1
H -8.5604 -3.4476 -5.6040 -0.1 -0.4 0.0
H -8.0422 -2.7371 -4.1007 -0.1 0.1 0.1
H -9.6922 -3.3550 -4.2056 0.0 0.1 -0.2
H -7.1284 -5.0098 -4.2069 0.2 0.0 -0.1
H -8.7334 -5.7003 -4.3688 -0.1 -0.1 -0.2
H -7.7627 -5.6539 -2.2566 -0.1 0.0 0.3
C -2.1519 -2.0412 -0.3958 1.0 -0.7 -0.3
C -0.8995 -1.2250 -0.0321 -1.5 0.0 -0.1
O -0.1292 -0.9747 -1.2140 -0.2 -0.2 0.8
H -2.7931 -2.2969 0.4477 0.1 0.5 0.2
H -1.7781 -3.0036 -0.7455 -0.2 -0.1 -0.3
H -2.7369 -1.5910 -1.1978 0.1 0.1 0.1
H -0.3285 -1.7505 0.7333 0.2 -0.1 -0.1
H -1.2687 -0.2982 0.4071 0.3 0.4 0.0
H 0.7094 -0.6531 -0.8750 0.2 0.1 -0.3
C 7.6621 1.1720 -0.8772 2.0 0.3 0.4
C 7.0037 1.9784 0.2179 -0.7 -0.4 -1.5
O 5.6242 1.6219 0.1000 -0.1 0.4 0.8
H 7.2018 1.2491 -1.8623 -0.4 -0.3 0.4
H 7.9413 0.1682 -0.5571 -0.7 -0.3 -0.3
H 8.6514 1.6088 -1.0137 0.3 0.2 -0.2
H 7.1359 3.0319 -0.0286 -0.1 0.2 0.2
H 7.4149 1.7856 1.2088 0.0 -0.2 0.0
H 5.1454 2.2296 0.6682 -0.4 -0.1 0.1
C -0.8874 -6.6960 5.3903 -0.8 0.4 -0.3
C -0.0784 -7.5671 6.2836 -0.1 -0.1 1.0
O 0.1300 -8.7982 5.6398 0.4 -0.4 -0.4
H -1.8893 -7.0957 5.2339 0.0 -0.3 -0.1
H -0.4132 -6.6116 4.4125 0.0 0.2 0.1
H -1.0656 -5.7171 5.8353 0.3 0.1 -0.1
H -0.5837 -7.7683 7.2283 -0.4 0.2 0.2
H 0.8446 -7.0716 6.5846 0.4 0.0 -0.3
H 0.6192 -9.3657 6.2399 0.0 -0.1 -0.1
C 5.9219 -3.1191 5.2640 0.0 0.8 0.3
C 6.2656 -4.1981 4.2898 -0.1 -0.3 0.2
O 7.3841 -4.8874 4.8103 0.5 -0.4 0.1
H 5.0692 -2.5311 4.9247 0.1 0.1 -0.1
H 6.8044 -2.4934 5.3967 -0.1 0.3 0.0
H 5.6639 -3.4861 6.2575 0.0 -0.4 -0.1
H 6.5391 -3.8113 3.3081 -0.4 0.2 -0.1
H 5.4088 -4.8671 4.2087 0.0 -0.2 -0.3
H 7.9070 -5.2179 4.0761 0.0 -0.1 0.1
C 2.6208 7.2847 3.0558 -0.5 -0.3 0.1
C 1.6795 6.4533 3.9341 -0.6 0.6 -1.0
O 1.5132 5.1528 3.3746 0.6 -0.2 0.3
H 2.2921 7.4234 2.0258 -0.2 -0.5 0.0
H 3.5706 6.7499 3.0608 0.2 0.4 -0.1
H 2.6939 8.3075 3.4253 0.3 -0.2 0.4
H 0.6558 6.8276 3.9429 0.1 0.8 0.3
H 2.0768 6.4714 4.9489 0.0 -0.4 0.2
H 0.8011 4.7593 3.8841 0.0 -0.3 -0.1
C -5.7803 4.5254 -2.3722 -0.8 0.4 1.4
C -5.8833 5.3639 -3.6258 0.4 -1.1 0.5
O -5.7476 4.4089 -4.6818 -0.4 1.0 -0.8
H -4.8368 3.9957 -2.2411 0.1 0.1 -0.3
H -6.5938 3.8024 -2.3121 0.1 -0.2 -0.4
H -5.9343 5.0908 -1.4531 0.2 0.4 0.1
H -5.1565 6.1763 -3.6268 0.5 -0.2 -0.3
H -6.8337 5.8928 -3.6968 -0.2 -0.5 -0.2
H -4.9159 3.9421 -4.5719 0.1 0.1 0.1
```
Forces are in eV/Å.